[1]
One molecule with the formula C6H7NO2, computed with ωB97M-V/def2-TZVPD.

XYZ file:
```
16
C6H7NO2, DFT ωB97M-V/def2-TZVPD
C 0.96 -2.81 -0.74
O -0.05 -1.73 -0.86
C 0.12 -0.55 -0.26
C -0.84 0.37 0.11
C -2.25 0.56 -0.15
C -0.02 1.48 0.57
O -0.48 2.49 1.01
C 1.37 1.05 0.51
N 1.48 -0.14 0.01
H 2.04 -2.53 -1.04
H 0.37 -3.62 -1.23
H 1.14 -3.08 0.29
H -2.91 -0.03 0.45
H -2.62 0.28 -1.07
H -2.41 1.71 -0.01
H 2.17 1.50 0.97
```

Values from the calculation:
Energy above the lowest of the compared OMol25 structures with the same formula, charge and spin (kcal per mole): 56.74
Lowest unoccupied orbital energy (eV): -1.0477
Structure (SMILES): COC1=C(C)C(=O)C=N1
Charge: 0
Gap between HOMO and LUMO (eV): 7.601



[2]
A 2-piece molecular cluster, C4H10O2 overall, computed with ωB97M-V/def2-TZVPD.

XYZ file:
```
16
C4H10O2, DFT ωB97M-V/def2-TZVPD
C -1.33 1.49 -0.79
O -1.03 0.55 0.27
C -0.03 0.85 1.06
C 0.13 -0.27 2.05
C 1.33 -0.98 -1.12
O 0.02 -1.31 -1.53
H -2.26 2.00 -0.51
H -0.49 2.18 -0.86
H -1.46 0.89 -1.70
H 1.39 0.02 -0.69
H -0.12 0.15 3.04
H 1.19 -0.54 2.10
H -0.48 -1.17 1.87
H 1.97 -1.01 -2.01
H 1.73 -1.70 -0.39
H -0.57 -1.14 -0.78
```

Values from the calculation:
Energy above the lowest of the compared OMol25 structures with the same formula, charge and spin (kcal per mole): 85.77
Lowest unoccupied orbital energy (eV): 1.0111
Charge: 0
Gap between HOMO and LUMO (eV): 9.687



[3]
C42H34IN10O2PRu as an isolated structure, computed with ωB97M-V/def2-TZVPD.

XYZ file:
```
91
C42H34IN10O2PRu, DFT ωB97M-V/def2-TZVPD
Ru 0.82 0.25 -0.08
C -2.03 -1.87 -5.55
C -1.48 -3.10 -5.17
C -0.61 -3.18 -4.09
C -0.33 -2.02 -3.40
C 0.58 -1.75 -2.27
N 1.38 -2.62 -1.76
C 2.21 -2.33 -0.72
C 3.42 -3.04 -0.43
C 4.09 -4.06 -1.11
C 5.30 -4.48 -0.60
C 5.84 -3.90 0.57
C 5.17 -2.90 1.25
C 3.95 -2.48 0.73
C 3.05 -1.43 1.13
N 3.16 -0.69 2.26
C 2.62 0.48 2.33
N 2.02 1.19 1.30
C 1.60 2.42 1.80
N 1.07 3.38 1.13
C 0.67 3.24 -0.15
N 0.34 2.06 -0.78
C -0.07 2.36 -2.06
N -0.56 1.49 -2.97
C -0.33 0.22 -2.87
N 0.49 -0.41 -1.96
C -0.88 -0.80 -3.78
C -1.73 -0.70 -4.86
C -0.02 3.78 -2.25
C -0.33 4.59 -3.35
C -0.16 5.95 -3.20
C 0.29 6.51 -1.99
C 0.60 5.71 -0.90
C 0.44 4.34 -1.05
C 1.93 2.49 3.23
C 1.68 3.46 4.18
C 2.10 3.21 5.48
C 2.76 2.02 5.81
C 3.01 1.05 4.85
C 2.58 1.30 3.56
N 2.00 -1.38 0.24
H -2.70 -1.84 -6.41
H -1.72 -3.99 -5.74
H -0.15 -4.12 -3.80
H 3.68 -4.49 -2.02
H 5.86 -5.26 -1.10
H 6.79 -4.25 0.94
H 5.58 -2.45 2.15
H -2.14 0.25 -5.16
H -0.67 4.16 -4.28
H -0.38 6.61 -4.03
H 0.40 7.58 -1.91
H 0.94 6.13 0.03
H 1.18 4.38 3.90
H 1.92 3.94 6.25
H 3.09 1.86 6.83
H 3.52 0.13 5.09
I -2.52 3.96 0.95
C -3.27 2.50 -0.38
C -4.34 2.85 -1.19
C -4.78 1.89 -2.10
C -4.15 0.66 -2.15
C -3.10 0.43 -1.28
N -2.65 1.34 -0.41
H -4.80 3.82 -1.12
H -5.61 2.12 -2.76
H -4.47 -0.10 -2.84
H -2.58 -0.52 -1.26
C -2.66 0.44 3.13
C -1.18 0.30 2.92
N -0.48 -0.17 3.97
O -0.66 0.61 1.85
H -3.06 -0.38 3.73
H -3.15 0.46 2.15
H -2.87 1.38 3.64
H -0.91 -0.30 4.87
H 0.53 -0.20 3.92
C -1.11 -3.43 2.31
P -1.54 -2.94 0.63
C -1.10 -4.34 -0.40
C -3.33 -2.85 0.59
O -0.90 -1.65 0.21
H -1.57 -4.38 2.57
H -1.44 -2.66 3.00
H -0.02 -3.52 2.38
H -1.64 -5.23 -0.09
H -0.02 -4.52 -0.34
H -1.35 -4.10 -1.44
H -3.78 -3.75 1.01
H -3.66 -2.73 -0.45
H -3.66 -1.98 1.16
```

Values from the calculation:
Multiplicity: 6
Lowest unoccupied orbital energy (spin up / spin down) (eV): -3.2255 / -4.4559
Charge: +1
Gap between HOMO and LUMO (spin up / spin down) (eV): 5.270 / 6.432



[4]
A 7-piece molecular cluster, C24H36ClO22 overall, computed with ωB97M-V/def2-TZVPD.

XYZ file:
```
83
C24H36ClO22, DFT ωB97M-V/def2-TZVPD
Cl -0.94 0.18 2.38
O -2.23 0.25 3.01
O -0.26 1.45 2.49
O -0.15 -0.81 3.09
O -1.05 -0.17 0.98
C 3.31 -1.83 0.02
C 3.40 -0.86 1.19
C 2.87 -1.37 2.53
O 4.04 -1.83 3.21
C 5.13 -1.27 2.65
O 6.22 -1.25 3.14
O 4.82 -0.73 1.45
H 3.73 -2.81 0.26
H 3.90 -1.40 -0.79
H 2.27 -1.95 -0.30
H 2.98 0.11 0.93
H 2.22 -2.24 2.43
H 2.39 -0.57 3.09
C -2.87 5.47 2.57
C -2.18 4.23 2.08
C -3.15 3.10 1.66
O -2.85 2.88 0.28
C -1.89 3.72 -0.13
O -1.46 3.77 -1.24
O -1.46 4.52 0.88
H -3.56 5.90 1.85
H -2.10 6.23 2.77
H -3.31 5.31 3.55
H -1.53 3.82 2.85
H -4.19 3.43 1.76
H -3.05 2.22 2.28
C 1.54 1.90 -1.41
C 2.48 2.90 -0.79
C 2.34 3.04 0.75
O 3.65 2.86 1.24
C 4.52 2.70 0.21
O 5.70 2.69 0.33
O 3.85 2.51 -0.94
H 1.69 1.82 -2.48
H 0.54 2.29 -1.22
H 1.68 0.89 -1.02
H 2.25 3.89 -1.19
H 1.68 2.26 1.14
H 1.88 3.99 1.03
C -4.15 -0.23 0.04
C -4.52 0.42 -1.26
C -3.31 0.75 -2.16
O -3.65 0.16 -3.42
C -4.87 -0.39 -3.36
O -5.46 -0.85 -4.29
O -5.32 -0.43 -2.08
H -5.03 -0.48 0.63
H -3.64 0.52 0.64
H -3.50 -1.09 -0.07
H -5.03 1.37 -1.07
H -2.39 0.30 -1.79
H -3.15 1.82 -2.28
C -1.67 -3.38 0.89
C -0.19 -3.39 1.18
C 0.28 -4.37 2.27
O 1.39 -5.04 1.69
C 1.51 -4.73 0.38
O 2.30 -5.18 -0.38
O 0.53 -3.86 0.02
H -2.17 -2.82 1.68
H -2.06 -4.41 0.95
H -1.92 -2.98 -0.08
H 0.17 -2.38 1.32
H -0.49 -5.13 2.45
H 0.48 -3.80 3.17
C -0.09 -1.05 -2.24
C 1.21 -1.30 -2.95
C 1.50 -2.75 -3.36
O 1.91 -2.67 -4.72
C 1.68 -1.43 -5.20
O 1.85 -1.09 -6.33
O 1.22 -0.62 -4.23
H -0.92 -1.39 -2.86
H -0.20 -0.04 -1.87
H -0.16 -1.79 -1.43
H 2.07 -0.93 -2.39
H 0.62 -3.39 -3.28
H 2.31 -3.18 -2.78
```

Values from the calculation:
Energy above the lowest of the compared OMol25 structures with the same formula, charge and spin (kcal per mole): 0.00
Lowest unoccupied orbital energy (eV): 2.1493
Charge: -1
Gap between HOMO and LUMO (eV): 10.373



[5]
A 2-piece molecular cluster, C2HO3P overall, computed with ωB97M-V/def2-TZVPD.

XYZ file:
```
7
C2HO3P, DFT ωB97M-V/def2-TZVPD
C 0.70 0.33 0.19
C 0.84 1.38 -0.44
O 2.15 4.78 -2.53
O 0.63 -0.66 0.98
O 1.28 2.68 -1.83
P 2.40 3.73 -1.51
H -0.16 -1.24 1.09
```

Values from the calculation:
Energy above the lowest of the compared OMol25 structures with the same formula, charge and spin (kcal per mole): 77.33
Lowest unoccupied orbital energy (eV): -2.2742
Charge: 0
Gap between HOMO and LUMO (eV): 8.202



[6]
One molecule with the formula C3H4INOS, computed with ωB97M-V/def2-TZVPD.

XYZ file:
```
11
C3H4INOS, DFT ωB97M-V/def2-TZVPD
C 0.87 2.94 -0.10
C 0.15 2.00 0.12
N -0.56 0.96 0.43
S 0.04 -0.45 0.46
C -0.96 -1.59 -0.47
O 0.09 -1.24 1.92
I 2.20 -0.60 -0.68
H 1.64 3.73 0.07
H -0.74 -2.59 -0.11
H -1.98 -1.54 -0.15
H -0.76 -1.62 -1.51
```

Values from the calculation:
Energy above the lowest of the compared OMol25 structures with the same formula, charge and spin (kcal per mole): 113.91
Lowest unoccupied orbital energy (eV): -1.7481
Structure (SMILES): C#CN=[S@](C)(=O)I
Charge: 0
Gap between HOMO and LUMO (eV): 7.326



[7]
A 2-piece molecular cluster, C6H14O overall, computed with ωB97M-V/def2-TZVPD.

XYZ file:
```
21
C6H14O, DFT ωB97M-V/def2-TZVPD
C 2.80 -0.44 -0.82
C 1.65 -0.78 -0.24
C 0.31 -0.29 -0.73
C -0.80 -0.16 0.31
C -2.16 0.14 -0.33
C -3.30 0.21 0.69
H 3.76 -0.87 -0.52
H 2.85 0.32 -1.59
H 1.65 -1.54 0.54
H 0.44 0.67 -1.25
H -0.02 -1.01 -1.49
H -0.55 0.63 1.04
H -0.88 -1.09 0.89
H -2.38 -0.63 -1.08
H -2.10 1.09 -0.88
H -4.25 0.42 0.20
H -3.11 0.98 1.44
H -3.40 -0.75 1.22
O 3.16 1.40 0.71
H 2.44 0.74 0.75
H 3.90 0.95 1.15
```

Values from the calculation:
Energy above the lowest of the compared OMol25 structures with the same formula, charge and spin (kcal per mole): 32.50
Lowest unoccupied orbital energy (eV): 1.0242
Structure (SMILES): C=CCCCC.O
Charge: 0
Gap between HOMO and LUMO (eV): 10.254



[8]
One molecule with the formula C3H4N2O2, computed with ωB97M-V/def2-TZVPD.

XYZ file:
```
11
C3H4N2O2, DFT ωB97M-V/def2-TZVPD
N 0.65 1.40 -0.96
C 0.03 0.47 -0.06
C 0.95 -0.43 0.73
O 0.44 -1.45 1.17
N -1.10 -0.36 -0.45
C -1.32 -1.36 0.25
O -1.92 -2.27 0.68
H 0.05 2.21 -1.07
H 0.82 1.02 -1.89
H -0.56 0.98 0.70
H 1.99 -0.20 0.99
```

Values from the calculation:
Energy above the lowest of the compared OMol25 structures with the same formula, charge and spin (kcal per mole): 57.96
Lowest unoccupied orbital energy (eV): 0.0354
Structure (SMILES): N[C@H](C=O)N=C=O
Charge: 0
Gap between HOMO and LUMO (eV): 9.797



[9]
One molecule with the formula C5H8O2, computed with ωB97M-V/def2-TZVPD.

XYZ file:
```
15
C5H8O2, DFT ωB97M-V/def2-TZVPD
C 0.27 2.22 1.87
C 0.85 1.84 0.74
O 0.52 0.78 0.01
C -0.48 -0.09 0.48
O -1.04 -0.87 -0.56
C -0.11 -1.46 -1.29
C -0.36 -2.44 -2.13
H -0.53 1.63 2.31
H 0.58 3.17 2.39
H 1.73 2.26 0.24
H -1.34 0.54 0.88
H -0.01 -0.81 1.18
H 0.94 -1.07 -1.06
H -1.31 -2.92 -2.14
H 0.28 -2.79 -2.92
```

Values from the calculation:
Energy above the lowest of the compared OMol25 structures with the same formula, charge and spin (kcal per mole): 65.89
Lowest unoccupied orbital energy (eV): 0.9943
Structure (SMILES): C=COCOC=C
Charge: 0
Gap between HOMO and LUMO (eV): 9.898



[10]
An isolated ion of composition C4H6NO and charge +1, computed with ωB97M-V/def2-TZVPD.

XYZ file:
```
12
C4H6NO, DFT ωB97M-V/def2-TZVPD
C -1.34 0.27 0.91
N -0.14 -0.29 0.25
C 0.02 -0.50 -1.23
C 1.29 -0.15 -1.27
C 1.21 0.21 0.30
O 0.84 -1.06 0.90
H -1.60 1.14 0.26
H -2.11 -0.42 0.74
H -1.13 0.81 1.79
H -0.73 -0.82 -1.82
H 2.12 -0.13 -1.80
H 1.57 0.93 0.96
```

Values from the calculation:
Energy above the lowest of the compared OMol25 structures with the same formula, charge and spin (kcal per mole): 114.29
Lowest unoccupied orbital energy (eV): -4.5919
Structure (SMILES): C[N@@+]12C=C[C@@H]1O2
Charge: +1
Gap between HOMO and LUMO (eV): 11.410



[11]
A 2-piece molecular cluster, C4H13NO2 overall, computed with ωB97M-V/def2-TZVPD.

XYZ file:
```
20
C4H13NO2, DFT ωB97M-V/def2-TZVPD
C -1.32 -1.53 1.09
N -1.46 -0.45 0.12
C -0.64 -0.58 -1.13
C -0.42 0.79 -1.79
C 0.81 1.55 -1.01
O 0.80 1.54 0.39
H -1.74 -1.12 2.00
H -1.77 -2.44 0.70
H -0.27 -1.65 1.43
H -1.70 0.46 0.49
H 0.31 -1.04 -0.79
H -1.10 -1.33 -1.77
H -0.15 0.81 -2.84
H -1.28 1.35 -1.42
H 0.92 2.53 -1.49
H 1.65 0.88 -1.23
H 0.09 0.95 0.69
O 1.86 -1.01 1.79
H 2.81 -1.13 1.65
H 1.55 -0.16 1.44
```

Values from the calculation:
Energy above the lowest of the compared OMol25 structures with the same formula, charge and spin (kcal per mole): 40.32
Lowest unoccupied orbital energy (eV): 0.9012
Structure (SMILES): CNCCCO.O
Charge: 0
Gap between HOMO and LUMO (eV): 9.477



[12]
One molecule with the formula C14H22N2O4S, computed with ωB97M-V/def2-TZVPD.

XYZ file:
```
43
C14H22N2O4S, DFT ωB97M-V/def2-TZVPD
C -4.70 -2.79 -0.75
C -3.82 -1.88 0.09
C -4.14 -2.01 1.58
O -4.03 -0.56 -0.40
C -3.12 0.41 0.07
C -3.30 1.67 -0.77
C -2.31 2.76 -0.35
N -0.94 2.37 -0.57
C -0.13 1.95 0.43
O -0.45 2.02 1.60
C 1.19 1.43 -0.01
C 1.36 0.69 -1.18
C 2.60 0.17 -1.51
C 3.70 0.40 -0.68
N 4.94 -0.12 -1.02
S 6.18 -0.45 0.06
C 5.42 -1.61 1.22
O 6.54 0.74 0.76
O 7.16 -1.13 -0.72
C 3.54 1.14 0.48
C 2.29 1.64 0.82
H -4.54 -3.83 -0.47
H -4.48 -2.67 -1.80
H -5.75 -2.54 -0.58
H -2.76 -2.14 -0.07
H -4.05 -3.05 1.88
H -5.15 -1.67 1.77
H -3.45 -1.42 2.18
H -2.09 0.02 -0.03
H -3.29 0.64 1.12
H -3.16 1.42 -1.82
H -4.32 2.03 -0.65
H -2.41 2.96 0.72
H -2.52 3.69 -0.90
H -0.64 2.27 -1.53
H 0.52 0.47 -1.82
H 2.72 -0.41 -2.41
H 5.00 -0.67 -1.86
H 4.51 -1.17 1.61
H 5.23 -2.53 0.69
H 6.14 -1.77 2.02
H 4.39 1.34 1.11
H 2.15 2.20 1.72
```

Values from the calculation:
Energy above the lowest of the compared OMol25 structures with the same formula, charge and spin (kcal per mole): 30.33
Lowest unoccupied orbital energy (eV): 0.4782
Structure (SMILES): CC(C)OCCCNC(=O)c1ccc(NS(C)(=O)=O)cc1
Charge: 0
Gap between HOMO and LUMO (eV): 9.454